[1]
{"formula": "C45H37AsF5IrN2O2P", "method": "ωB97M-V/def2-TZVPD", "e_homo_ev": -10.79, "e_tot_ha": -5177.7040, "lumo_energy_ev": -3.218, "molar_mass_g_mol": 1030.9, "total_charge": 1, "multiplicity": 1, "species": ["Ir", "F", "C", "C", "C", "C", "C", "F", "C", "C", "C", "C", "C", "C", "N", "H", "H", "H", "H", "H", "H", "F", "C", "F", "F", "C", "C", "C", "N", "C", "C", "H", "H", "H", "H", "C", "C", "As", "C", "C", "C", "C", "C", "C", "C", "C", "C", "C", "C", "C", "P", "C", "C", "C", "C", "C", "C", "C", "C", "C", "C", "C", "C", "H", "H", "H", "H", "H", "H", "H", "H", "H", "H", "H", "H", "H", "H", "H", "H", "H", "H", "H", "H", "H", "H", "H", "H", "C", "C", "O", "O", "H", "H", "H"], "xyz": [[-0.627912, -0.155737, 0.715556], [1.898361, 2.013920, -3.444775], [1.751478, 0.963012, -2.631328], [0.824623, 1.049667, -1.607686], [0.663952, -0.047705, -0.781246], [1.486467, -1.181527, -0.922507], [2.386382, -1.203501, -1.983136], [3.163291, -2.283899, -2.167525], [2.533459, -0.153090, -2.860299], [1.385062, -2.175879, 0.139243], [2.124924, -3.347057, 0.282898], [1.972374, -4.108833, 1.425636], [1.097467, -3.697305, 2.422720], [0.376072, -2.542808, 2.217041], [0.497035, -1.822769, 1.097207], [0.307028, 1.982269, -1.443817], [3.246934, -0.192992, -3.669994], [2.819570, -3.640767, -0.487072], [2.548987, -5.016228, 1.546365], [0.976797, -4.253565, 3.340494], [-0.324198, -2.166598, 2.952287], [-4.940200, 5.043104, -1.015235], [-4.370156, 4.940332, 0.189726], [-5.346694, 4.840044, 1.102280], [-3.702590, 6.074271, 0.430019], [-3.444296, 3.748448, 0.265991], [-3.033571, 3.279008, 1.503170], [-2.183177, 2.195963, 1.547330], [-1.759548, 1.567902, 0.440023], [-2.152113, 2.035493, -0.747362], [-2.984864, 3.129133, -0.880221], [-3.364248, 3.744638, 2.420576], [-1.817734, 1.807528, 2.488665], [-1.787077, 1.509541, -1.615086], [-3.278703, 3.468599, -1.862481], [-2.472393, -2.998102, 0.371636], [-3.532939, -3.897979, -0.275600], [-5.396674, -3.452450, 0.230104], [-5.237176, -3.715592, 2.161219], [-6.162321, -3.033843, 2.949829], [-6.147902, -3.155882, 4.331922], [-5.191592, -3.950343, 4.947798], [-4.256153, -4.623983, 4.175543], [-4.279835, -4.507573, 2.791532], [-6.162096, -5.166239, -0.303864], [-6.868080, -5.203949, -1.502142], [-7.401676, -6.398712, -1.968176], [-7.239691, -7.561782, -1.231790], [-6.543487, -7.530509, -0.030278], [-6.005872, -6.338425, 0.431230], [-2.046393, -1.479570, -0.549372], [-3.678329, -0.754980, -0.864090], [-4.338132, -0.197883, 0.233258], [-5.615258, 0.316190, 0.101920], [-6.249875, 0.277009, -1.133505], [-5.610421, -0.292323, -2.223574], [-4.329142, -0.813434, -2.091652], [-1.367459, -2.044642, -2.130658], [-0.838624, -3.326473, -2.263964], [-0.168111, -3.693780, -3.422499], [-0.019114, -2.785125, -4.458310], [-0.542479, -1.504451, -4.335491], [-1.206247, -1.136443, -3.177864], [-1.537371, -3.538640, 0.539131], [-2.792876, -2.661109, 1.363401], [-3.347681, -4.942138, -0.017108], [-3.499100, -3.841210, -1.364882], [-6.908617, -2.404019, 2.477795], [-6.882163, -2.629532, 4.927759], [-5.176787, -4.046323, 6.025427], [-3.512105, -5.251110, 4.650614], [-3.547213, -5.056698, 2.210646], [-7.010098, -4.292943, -2.073187], [-7.950826, -6.417950, -2.900512], [-7.661137, -8.492263, -1.588789], [-6.425470, -8.436106, 0.550744], [-5.479168, -6.322528, 1.377763], [-3.856801, -0.176766, 1.206621], [-6.119224, 0.739984, 0.960829], [-7.248658, 0.678760, -1.241153], [-6.112391, -0.342901, -3.180781], [-3.851233, -1.277142, -2.944124], [-0.937416, -4.051747, -1.466892], [0.235971, -4.693330, -3.513355], [0.505131, -3.071694, -5.360283], [-0.427070, -0.789096, -5.139150], [-1.595279, -0.129577, -3.093749], [1.812691, 2.424291, 3.201021], [1.009269, 1.954459, 2.014101], [0.818506, 2.657404, 1.040531], [0.493804, 0.746917, 2.158509], [1.221275, 3.156558, 3.753129], [2.707508, 2.931445, 2.846342], [2.074315, 1.604361, 3.863585]], "atomic_forces_ev_per_a": [[0.0, 0.0, 0.0], [0.0, 0.0, 0.0], [0.0, 0.0, 0.0], [0.1, 0.0, 0.0], [0.0, 0.0, 0.0], [0.0, 0.0, 0.0], [0.0, 0.0, 0.0], [0.0, 0.0, 0.0], [0.0, 0.0, 0.0], [0.0, 0.0, 0.0], [0.0, 0.0, 0.0], [0.0, 0.0, 0.0], [0.0, 0.0, 0.0], [0.0, 0.0, 0.0], [0.0, 0.0, 0.0], [0.0, 0.0, 0.0], [0.0, 0.0, 0.0], [0.0, 0.0, 0.0], [0.0, 0.0, 0.0], [0.0, 0.0, 0.0], [0.0, 0.0, 0.0], [0.0, 0.0, 0.0], [0.0, 0.0, 0.0], [0.0, 0.0, 0.0], [0.0, 0.0, 0.0], [0.0, 0.0, 0.0], [0.0, 0.0, 0.0], [0.0, 0.0, 0.0], [0.0, 0.0, 0.0], [0.0, 0.0, 0.0], [0.0, 0.0, 0.0], [0.0, 0.0, 0.0], [0.0, 0.0, 0.0], [0.0, 0.0, 0.0], [0.0, 0.0, 0.0], [0.0, 0.0, 0.0], [0.1, 0.0, 0.0], [-0.1, -0.1, 0.0], [0.0, 0.1, 0.0], [0.0, 0.0, 0.0], [0.0, 0.0, 0.0], [0.0, 0.0, 0.0], [0.0, 0.0, 0.0], [0.0, 0.0, 0.0], [0.1, 0.0, 0.0], [0.0, 0.0, 0.0], [0.0, 0.0, 0.0], [0.0, 0.0, 0.0], [0.0, 0.0, 0.0], [0.0, 0.0, 0.0], [0.0, 0.0, 0.0], [0.0, 0.0, 0.0], [0.1, 0.1, 0.0], [0.0, 0.0, 0.0], [0.0, 0.0, 0.0], [0.0, 0.0, 0.0], [0.0, 0.0, 0.0], [0.0, 0.0, 0.0], [0.0, 0.0, 0.0], [0.0, 0.0, 0.0], [0.0, 0.0, 0.0], [0.0, 0.0, 0.0], [0.0, 0.0, 0.0], [0.0, 0.0, 0.0], [0.0, 0.0, 0.0], [0.0, 0.0, 0.0], [0.0, 0.0, 0.0], [0.0, 0.0, 0.0], [0.0, 0.0, 0.0], [0.0, 0.0, 0.0], [0.0, 0.0, 0.0], [0.0, 0.0, 0.0], [0.0, 0.0, 0.0], [0.0, 0.0, 0.0], [0.0, 0.0, 0.0], [0.0, 0.0, 0.0], [0.0, 0.0, 0.0], [0.0, 0.0, 0.0], [0.0, 0.0, 0.0], [0.0, 0.0, 0.0], [0.0, 0.0, 0.0], [0.0, 0.0, 0.0], [0.0, 0.0, 0.0], [0.0, 0.0, 0.0], [0.0, 0.0, 0.0], [0.0, 0.0, 0.0], [0.0, 0.0, 0.0], [0.1, 0.0, 0.0], [-0.2, 0.1, 0.1], [0.1, 0.0, 0.0], [0.0, 0.0, 0.0], [0.0, 0.0, 0.0], [0.0, 0.0, 0.0], [0.0, 0.0, 0.0]], "lowdin_charge": [1.21, 0.10, -0.25, -0.02, -0.23, -0.12, -0.21, 0.09, 0.08, -0.18, 0.03, -0.02, -0.03, -0.11, -0.09, 0.10, 0.14, 0.12, 0.12, 0.12, 0.13, 0.16, -0.59, 0.16, 0.17, -0.08, 0.05, -0.09, -0.10, -0.10, 0.06, 0.14, 0.12, 0.10, 0.14, -0.39, -0.40, 1.33, -0.41, -0.13, -0.08, -0.08, -0.08, -0.14, -0.40, -0.13, -0.08, -0.08, -0.08, -0.10, 0.95, -0.40, -0.16, -0.08, -0.06, -0.06, -0.09, -0.34, -0.08, -0.06, -0.06, -0.06, -0.10, 0.07, 0.07, 0.07, 0.06, 0.09, 0.11, 0.11, 0.10, 0.10, 0.09, 0.10, 0.11, 0.11, 0.09, 0.10, 0.11, 0.11, 0.11, 0.10, 0.10, 0.11, 0.11, 0.12, 0.10, 0.01, -0.66, 0.04, -0.22, 0.09, 0.09, 0.08]}

---

[2]
{"formula": "C33H52N11O2SScSe", "method": "ωB97M-V/def2-TZVPD", "e_homo_ev": -6.70, "e_tot_ha": -5601.9654, "lumo_energy_ev": -0.204, "molar_mass_g_mol": 790.8, "total_charge": 0, "multiplicity": 1, "species": ["Sc", "C", "C", "N", "C", "S", "N", "N", "C", "C", "C", "C", "C", "C", "C", "N", "H", "H", "H", "H", "H", "H", "H", "H", "H", "H", "H", "H", "H", "N", "C", "C", "O", "O", "H", "H", "H", "H", "C", "N", "C", "C", "N", "C", "C", "N", "C", "C", "N", "C", "N", "C", "C", "C", "N", "C", "H", "H", "H", "H", "H", "H", "H", "H", "H", "H", "H", "H", "H", "H", "H", "H", "H", "H", "H", "H", "H", "H", "H", "H", "C", "C", "C", "C", "C", "C", "Se", "C", "C", "C", "H", "H", "H", "H", "H", "H", "H", "H", "H", "H", "H"], "xyz": [[-0.447136, -0.550289, -0.407908], [-0.562499, -1.573169, -6.558847], [-1.185163, -0.575946, -5.582695], [-0.199272, -0.000879, -4.686387], [0.195372, -0.534293, -3.520563], [-0.592837, -1.908434, -2.842489], [1.258257, 0.050285, -2.972496], [1.500783, -0.336221, -1.712243], [2.732019, -0.257339, -1.321605], [3.778850, 0.279794, -2.246975], [3.024706, -0.827033, -0.012483], [4.316829, -0.827656, 0.523691], [4.568681, -1.492487, 1.706159], [3.523778, -2.153011, 2.332426], [2.270769, -2.082670, 1.748523], [2.003251, -1.433109, 0.622703], [-1.325009, -1.978769, -7.225606], [-0.111259, -2.395604, -6.003430], [0.207482, -1.087104, -7.160646], [-1.934904, -1.070995, -4.969787], [-1.669203, 0.241531, -6.119729], [0.373572, 0.757563, -5.022434], [3.613659, -0.142645, -3.237251], [4.792086, 0.058201, -1.924498], [3.658542, 1.361788, -2.345785], [5.112979, -0.308446, 0.012439], [5.566396, -1.508633, 2.125433], [3.672080, -2.697966, 3.254110], [1.442969, -2.586501, 2.225559], [-2.201921, 0.361894, 1.075065], [-3.254914, -0.642632, 1.279175], [-2.815059, -2.008932, 0.711880], [-3.501826, -2.988706, 0.890473], [-1.674848, -1.969101, 0.090180], [-1.793802, 0.663126, 1.950568], [-2.559648, 1.194004, 0.621710], [-4.171097, -0.365910, 0.762087], [-3.507146, -0.780684, 2.331108], [-0.893255, -2.432575, 3.228110], [-0.472625, -1.304439, 4.012294], [-0.780213, -1.317980, 5.424452], [-0.164682, -0.012080, 5.933065], [0.530186, 0.545010, 4.775789], [1.870351, 1.077274, 4.990519], [0.206844, -0.180534, 3.621361], [0.455610, 0.178847, 2.407145], [1.160593, 1.451424, 2.262187], [0.940106, 2.124663, 0.912323], [-0.301726, 2.845011, 0.931721], [-0.488870, 3.860719, 0.178964], [-1.587337, 4.692744, 0.366475], [-2.791770, 4.145981, 0.953120], [-1.749440, 5.564851, -0.783949], [-0.371698, 5.525901, -1.448061], [0.287109, 4.379026, -0.836013], [1.207418, 3.590795, -1.639661], [-1.974873, -2.569402, 3.273162], [-0.610391, -2.295842, 2.194502], [-0.430262, -3.346218, 3.615842], [-0.350646, -2.203211, 5.905657], [-1.862174, -1.346272, 5.580642], [0.530171, -0.186560, 6.754803], [-0.932543, 0.681113, 6.283707], [2.208959, 0.809473, 5.991674], [1.894531, 2.164932, 4.906764], [2.580607, 0.656781, 4.279675], [2.240324, 1.300844, 2.381074], [0.821497, 2.167647, 3.016136], [0.965426, 1.353677, 0.115823], [1.800378, 2.778594, 0.728955], [-3.456428, 4.963485, 1.233610], [-2.519015, 3.581360, 1.840946], [-3.309889, 3.486072, 0.245385], [-2.023860, 6.570729, -0.463183], [-2.535219, 5.185871, -1.450888], [0.196455, 6.442202, -1.261051], [-0.454406, 5.396416, -2.528724], [1.175068, 3.951350, -2.667177], [0.916317, 2.539454, -1.656427], [2.238363, 3.679127, -1.286527], [-5.761243, 1.680216, -6.374719], [-4.684348, 1.565038, -5.329066], [-3.610675, 2.443077, -5.294698], [-2.648592, 2.387923, -4.293058], [-1.506459, 3.367020, -4.311267], [-2.767806, 1.429059, -3.278108], [-1.479994, 1.541201, -1.828972], [-3.816413, 0.501708, -3.316753], [-4.017313, -0.569591, -2.286147], [-4.752617, 0.591464, -4.344293], [-5.468141, 2.366275, -7.169058], [-6.681669, 2.059683, -5.925182], [-5.990849, 0.711028, -6.819795], [-3.515481, 3.197012, -6.070375], [-1.487749, 3.926172, -5.246855], [-0.557856, 2.843947, -4.174088], [-1.598027, 4.068657, -3.477492], [-3.082308, -0.853330, -1.817368], [-4.450418, -1.462983, -2.736365], [-4.709124, -0.220934, -1.514563], [-5.567430, -0.126528, -4.366425]], "atomic_forces_ev_per_a": [[0.0, -0.1, -0.5], [-0.1, 0.1, 0.1], [0.1, -0.1, -0.1], [0.0, -0.2, -0.1], [0.1, -0.1, 0.1], [-0.1, 0.3, 0.6], [0.1, 0.4, -0.5], [0.1, -0.1, 0.1], [-0.3, 0.2, -0.4], [0.0, -0.1, 0.1], [0.1, -0.2, 0.5], [-0.1, 0.1, -0.1], [-0.1, 0.0, 0.1], [0.1, 0.1, 0.0], [-0.1, -0.1, 0.1], [0.0, 0.0, -0.2], [0.0, 0.0, 0.0], [0.0, 0.0, 0.0], [0.0, -0.1, 0.0], [-0.1, 0.1, 0.0], [0.0, 0.0, 0.1], [0.0, 0.0, 0.0], [0.0, 0.0, 0.0], [0.0, 0.0, 0.0], [0.0, 0.0, 0.0], [0.0, 0.0, 0.0], [0.0, 0.0, 0.0], [0.0, -0.1, 0.0], [-0.1, 0.0, 0.0], [0.0, -0.1, 0.1], [0.3, -0.2, -0.3], [-0.7, 0.3, 0.6], [0.2, 0.0, -0.1], [0.3, -0.6, -0.1], [0.2, 0.0, 0.0], [0.1, 0.0, -0.2], [0.0, 0.1, 0.0], [0.0, 0.0, 0.0], [-0.1, 0.1, 0.0], [-0.1, 0.0, 0.1], [0.1, 0.0, 0.0], [-0.1, 0.1, 0.0], [0.0, -0.1, 0.2], [0.0, 0.0, 0.0], [0.1, 0.3, -0.1], [-0.2, -0.2, 0.3], [0.1, 0.0, -0.3], [-0.2, -0.1, 0.3], [-0.2, -0.1, 0.1], [0.0, 0.1, 0.0], [0.0, -0.1, -0.2], [0.2, 0.0, 0.0], [0.0, -0.1, 0.1], [0.1, 0.2, 0.1], [-0.1, 0.0, -0.1], [0.2, -0.1, 0.2], [-0.1, 0.0, 0.0], [0.0, 0.0, -0.2], [0.0, 0.0, 0.0], [0.0, 0.0, 0.0], [0.0, 0.0, 0.0], [0.0, 0.0, 0.0], [0.0, 0.0, 0.0], [0.0, 0.0, 0.0], [0.1, 0.0, 0.0], [0.0, 0.0, 0.1], [0.0, 0.0, -0.1], [0.1, 0.0, 0.0], [0.2, 0.1, 0.1], [0.0, -0.1, -0.1], [0.0, 0.0, 0.0], [0.0, 0.0, 0.0], [0.0, 0.0, 0.0], [0.0, 0.0, -0.1], [0.0, 0.0, 0.0], [0.0, 0.0, 0.0], [0.1, 0.0, 0.1], [0.0, 0.0, 0.0], [0.1, 0.2, -0.1], [0.0, 0.1, 0.0], [0.0, 0.0, 0.1], [0.0, 0.0, 0.0], [0.0, 0.0, 0.0], [0.0, 0.0, 0.0], [-0.1, -0.1, 0.0], [0.4, -0.3, 0.2], [-0.8, 0.2, 0.1], [0.0, 0.0, -0.1], [0.0, 0.0, 0.1], [0.0, 0.0, 0.0], [0.0, 0.0, 0.0], [0.0, 0.0, -0.1], [0.0, 0.0, 0.0], [0.0, 0.0, 0.0], [0.0, 0.0, 0.0], [0.0, 0.1, 0.0], [0.0, -0.1, -0.1], [0.0, 0.0, 0.0], [0.0, 0.0, 0.0], [0.0, 0.0, 0.1], [0.0, 0.0, 0.0]], "lowdin_charge": [0.80, -0.08, -0.27, 0.00, -0.86, 0.68, -0.05, -0.11, -0.28, -0.02, -0.22, -0.01, -0.06, -0.05, -0.13, 0.10, 0.07, 0.06, 0.07, 0.08, 0.11, 0.14, 0.08, 0.06, 0.09, 0.10, 0.11, 0.10, 0.09, -0.03, -0.13, -0.64, 0.08, -0.21, 0.06, 0.01, 0.11, 0.12, -0.04, -0.09, -0.12, -0.12, -0.09, -0.05, -0.36, 0.08, -0.22, -0.25, 0.08, -0.43, -0.10, -0.06, -0.13, -0.13, -0.07, -0.08, 0.09, 0.06, 0.10, 0.12, 0.12, 0.11, 0.12, 0.08, 0.09, 0.08, 0.10, 0.11, 0.05, 0.12, 0.09, 0.08, 0.08, 0.12, 0.12, 0.12, 0.09, 0.09, 0.00, 0.08, -0.06, -0.28, -0.03, -0.32, -0.09, -0.46, 0.82, -0.29, -0.07, -0.02, 0.07, 0.08, 0.08, 0.11, 0.08, 0.05, 0.04, 0.00, 0.09, 0.09, 0.12]}

---

So what do the calculations give for relative energy (zero: lowest compared OMol25 entry of this formula, charge and spin)? Going down the list: 15.60, 33.64 kcal per mole.